Arrangement a

C2H3N3O | the ωB97M-V functional and the def2-TZVPD basis

Cartesian coordinates (Å):
O: 1.09687 -1.32893 -1.45993
C: 0.47692 -0.53454 -0.79874
N: 0.19331 0.80844 -1.12437
N: -0.56244 1.19293 -0.12847
N: -0.82286 0.47926 0.89028
C: 0.00543 -0.67674 0.64356
H: 0.97561 -0.46100 1.12008
H: -0.95708 2.13114 -0.16831
H: -0.40577 -1.61056 1.02591

Its lowest unoccupied orbital energy is -0.25 eV. The HOMO energy comes out at -0.35305 Eh. The value obtained for the frontier orbital gap is 9.4 eV.

Atom charges from the natural (NBO) analysis, given in e for atoms 1 to 4: number 1, O, carries -0.55; number 2, C, carries 0.60; number 3, N, carries -0.37; number 4, N, carries -0.01

***

Arrangement b

C2H3N3O | the ωB97M-V functional and the def2-TZVPD basis

Cartesian coordinates (Å):
O: 2.15063 -0.52398 -0.26469
C: 0.88557 -0.03705 -0.17478
N: -0.01776 -1.01092 -0.43213
C: -1.16065 -0.48958 -0.10643
N: -1.11099 0.79831 0.21894
N: 0.40188 1.15437 0.18103
H: 2.88672 0.06025 -0.05442
H: -2.04761 -1.10843 -0.03571
H: -1.98780 1.15701 0.66818

Its SMILES is Oc1nc[nH]n1. Its lowest unoccupied orbital energy is 0.82 eV. The HOMO energy comes out at -0.36729 Eh. The value obtained for the frontier orbital gap is 10.8 eV.

Atom charges from the natural (NBO) analysis, given in e for atoms 1 to 4: number 1, O, carries -0.65; number 2, C, carries 0.59; number 3, N, carries -0.53; number 4, C, carries 0.24

***

Which structure is most stable? arrangement b, by 19.0 kcal/mol over the runner-up.